Record 1
The following is a DFT calculation (ωB97M-V/def2-TZVPD) of a molecular structure, C59H36BrCl4IrN6O2S2 at a distorted geometry.

Properties
<S²> ... 8.9010
Charge ... +1
Orbital gap (spin up / spin down) ... 4.706 / 4.345 eV
E_LUMO (spin up / spin down) ... -0.1539 / -0.2245 hartree
Multiplicity ... 6

Last column: Löwdin spin population.
Geometry (Å):
1 Ir 0.5340 1.8937 -0.5332  1.709
2 Br -0.1272 -2.5154 5.1485  0.000
3 Cl 8.4416 1.6697 4.3130  0.000
4 Cl -2.4122 0.6752 7.7626  0.010
5 Cl -7.5321 3.6010 -4.9591  0.006
6 Cl 2.5620 -4.7557 -6.7558  0.000
7 S -2.4578 -6.3504 -1.4272  0.000
8 S 3.2925 -3.9004 -0.1664  0.001
9 O -0.0562 0.0087 0.4306  0.272
10 O -2.1247 -0.1123 -0.4867  0.028
11 N 2.2044 1.1280 -1.0157  0.199
12 N -1.1503 2.9269 0.0497  0.149
13 N 1.4059 2.4135 1.3222  0.064
14 N -1.4928 -3.9980 -1.1127  0.000
15 N -0.3802 1.4266 -2.2983  0.141
16 N 0.9481 -3.2509 0.2941  0.000
17 C 2.3152 0.3390 -2.2472  -0.054
18 C -4.3372 4.0905 -2.8349  0.013
19 C -5.4283 4.3916 -3.6701  -0.001
20 C 2.0627 -3.5749 -5.6346  0.000
21 C 1.6165 -1.2942 -3.9600  0.020
22 C -4.6730 1.6938 -3.0684  0.013
23 C -0.8657 0.3177 -4.1834  0.206
24 C -1.2975 -0.4807 0.4063  0.017
25 C 5.2429 0.3865 2.4668  0.004
26 C 4.9967 1.4591 1.5941  0.011
27 C -2.5868 -2.8534 3.7521  -0.001
28 C -2.9967 -1.8164 1.5759  0.001
29 C -1.7542 1.8959 -2.7730  0.094
30 C -0.8198 3.1277 4.9717  0.057
31 C -1.7440 -1.2673 1.5744  0.011
32 C 2.4344 -1.6851 1.3976  0.003
33 C -2.0138 1.4712 6.2450  0.028
34 C 7.3499 1.4629 2.9813  0.001
35 C 2.1267 -2.8739 0.5381  0.000
36 C 3.7718 -0.1207 -2.4029  0.094
37 C -3.9836 -3.9923 -1.4175  0.000
38 C 3.7515 1.5691 0.8862  0.118
39 C -2.6087 2.6734 -2.0324  0.123
40 C -1.2275 2.5447 6.2745  -0.003
41 C -1.5572 3.1012 1.4733  0.014
42 C 2.6974 2.3774 1.6550  0.126
43 C -2.6265 1.0512 5.0493  -0.008
44 C -1.9675 1.2327 -4.0159  0.122
45 C 0.0272 0.5023 -3.1388  0.052
46 C 2.0817 -4.9036 -0.8305  0.000
47 C -2.3413 3.0319 -0.6762  0.088
48 C -3.9443 2.7810 -2.6130  0.014
49 C 4.4564 0.4358 -1.2991  -0.054
50 C 7.1458 2.4150 2.0307  0.003
51 C 0.8942 -4.3337 -0.5402  0.000
52 C 3.4495 1.1846 -0.4552  0.112
53 C -0.9691 -1.3752 2.7342  0.000
54 C -2.2360 1.6308 3.8637  0.027
55 C 1.5238 -3.7107 -4.3962  0.001
56 C -6.1708 3.2526 -4.0850  0.012
57 C -3.3897 3.3325 0.1510  0.007
58 C 6.5015 0.3736 3.0526  0.002
59 C -3.3453 -2.6500 2.6292  0.001
60 C 1.2942 -0.1365 -3.0853  0.176
61 C 2.4075 -2.2470 -6.0358  0.001
62 C 0.7803 2.9888 2.4341  0.226
63 C -0.7751 -6.1646 -0.8628  0.000
64 C 1.7041 3.3688 3.5177  0.068
65 C -5.7583 1.9808 -3.8400  -0.001
66 C -2.9222 3.3282 1.3851  0.074
67 C 2.2127 -1.1474 -5.2539  0.007
68 C 2.9763 2.9096 2.9548  0.188
69 C 5.9774 2.4054 1.2626  0.005
70 C 1.2559 -2.5823 -3.5496  0.007
71 C -0.6285 3.0583 2.5673  0.317
72 C -2.5841 -4.6116 -1.4111  0.000
73 C -0.4855 -4.8649 -0.8436  0.000
74 C -1.3177 -2.1921 3.8069  0.000
75 C -1.2086 2.5594 3.8138  0.043
76 H 6.7873 -0.3411 3.7731  0.000
77 H 3.3962 -1.2757 1.0620  0.001
78 H 5.7485 3.2865 0.6807  0.000
79 H -3.3097 0.2721 5.2289  -0.001
80 H -2.5084 1.2691 2.8288  0.000
81 H -6.3952 1.1953 -4.2238  0.000
82 H 2.9588 -2.2465 -6.9946  0.000
83 H -4.6227 -4.4758 -2.1713  0.000
84 H 1.6567 -0.9222 1.2290  0.001
85 H -0.7064 2.7874 7.2154  -0.001
86 H 0.0099 -0.9175 2.9577  0.000
87 H 2.4700 -1.9520 2.4279  0.000
88 H 3.9686 2.7275 3.3545  0.008
89 H -3.7115 4.9243 -2.5305  0.002
90 H -0.6988 -0.5708 -4.8133  0.008
91 H -2.9048 -3.5159 4.5755  0.000
92 H -4.3101 3.4615 -0.3696  -0.001
93 H -5.5397 5.4218 -3.9683  0.000
94 H -3.6264 -1.6950 0.6738  0.000
95 H -4.4327 -4.1465 -0.4364  0.000
96 H 1.2444 -4.7014 -4.0221  0.000
97 H 7.8327 3.2378 1.8150  0.000
98 H 0.8697 -2.7048 -2.5131  0.001
99 H 5.4426 0.3457 -0.9036  -0.004
100 H 4.5547 -0.4400 2.5774  0.000
101 H 1.5358 4.1073 4.3402  0.001
102 H -0.1693 3.9880 4.9996  0.002
103 H -4.3275 -3.1730 2.4697  0.000
104 H -4.3156 0.6812 -2.8376  0.000
105 H -2.7271 1.5139 -4.7899  0.002
106 H 2.5473 -0.2431 -5.5886  0.000
107 H -0.1658 -6.9798 -0.5413  0.000
108 H 4.2088 -0.6736 -3.2062  0.006
109 H -3.4217 3.6806 2.2528  0.003
110 H -3.8374 -2.9219 -1.5494  0.000
111 H 2.3542 -5.7095 -1.4565  0.000

Atomic forces in eV per Å
Ir -3.290 0.651 1.957
Br 0.793 -0.084 1.181
Cl 0.468 -0.004 -0.493
Cl 0.095 0.086 -0.647
Cl -1.978 -0.019 -1.338
Cl -0.285 -0.991 0.116
S 1.371 0.260 0.796
S 1.382 -0.222 -0.061
O -0.878 -0.432 0.221
O 1.842 -1.282 2.062
N 1.313 -1.758 -3.895
N -0.459 -0.329 0.978
N -1.260 0.982 0.271
N -0.582 0.988 -0.251
N -1.774 2.086 1.801
N -2.308 0.102 -0.711
C 1.433 -1.125 0.286
C -0.976 1.072 -1.527
C 1.249 -2.036 1.287
C 0.722 2.869 -0.219
C -0.238 -0.752 -1.200
C 1.095 -0.075 0.285
C -1.018 -0.539 -0.230
C -1.046 3.047 -2.591
C 1.315 0.516 -0.944
C 1.250 -0.435 -1.265
C 1.536 0.141 0.784
C -0.137 -0.687 -0.875
C 3.405 -2.084 -1.396
C 0.127 -0.456 4.662
C 0.834 0.568 0.727
C 0.286 0.418 -1.497
C -1.595 -0.928 0.184
C -0.124 -0.288 0.488
C 1.120 0.600 0.681
C -0.649 2.676 3.591
C 1.126 -0.309 -0.359
C -4.824 2.523 -0.719
C 0.454 -1.006 1.727
C 2.896 2.104 -1.803
C 3.195 -0.370 -3.416
C 3.243 -2.725 -0.776
C 0.819 0.679 0.517
C 0.895 0.397 0.117
C -0.363 -0.214 -0.724
C 0.340 1.071 0.094
C 2.051 -0.537 -1.393
C 0.570 0.911 0.639
C -3.502 0.011 -0.739
C 0.208 1.542 -1.399
C -2.065 -0.825 0.834
C 2.459 -1.583 1.324
C 1.473 -0.421 1.173
C -0.424 -2.044 -1.823
C -1.160 -0.559 1.702
C 1.681 2.986 0.420
C -0.869 0.010 -1.977
C -0.880 0.380 0.672
C -2.516 -0.591 -0.714
C 2.444 0.714 1.584
C 0.692 -1.480 -0.898
C 1.777 0.870 0.862
C -1.808 -1.010 -0.765
C 1.929 -0.644 -3.315
C -1.357 -1.577 -0.008
C -0.634 1.181 3.891
C -1.200 -2.194 1.787
C -2.263 0.191 0.503
C 0.040 -0.556 1.873
C 0.663 0.083 -0.194
C -3.543 -1.117 -1.772
C -1.185 -0.537 0.497
C 2.105 0.709 0.129
C -2.872 -0.279 -1.977
C -0.229 1.674 -0.032
H -0.028 -1.042 0.608
H -0.140 -0.037 0.315
H -0.033 -0.272 -0.457
H -0.952 -0.935 -0.776
H -0.356 -0.028 1.633
H 0.066 -0.165 0.003
H -0.500 0.679 0.581
H 0.181 0.462 0.169
H 0.277 -0.399 0.121
H -0.511 0.439 -0.668
H -0.523 0.139 -1.176
H 0.112 -0.216 0.899
H -0.314 0.714 0.377
H 0.060 -0.227 0.183
H -0.542 1.004 -0.253
H 0.179 0.385 -0.644
H -0.971 0.290 0.897
H -0.755 -0.105 -0.115
H 0.402 -0.146 0.793
H 0.018 -0.084 0.017
H 0.161 0.327 -0.080
H -0.020 -0.310 0.583
H 0.096 -0.143 -1.032
H 0.627 -0.176 -0.379
H -0.052 0.214 0.166
H 0.287 -1.392 -0.934
H -0.159 -0.129 0.094
H 1.019 0.454 0.696
H -0.387 0.453 -0.201
H 0.717 -0.637 1.139
H 0.680 2.432 -0.751
H 0.199 -0.387 -0.191
H -0.141 -0.327 -0.248
H -0.753 -0.162 0.639
H -0.320 0.037 -0.307
H -0.026 -0.704 -0.458


Record 2
The following is a DFT calculation (ωB97M-V/def2-TZVPD) of C14H16N2O2S in the gas phase at a distorted geometry.

Properties
Charge ... 0
Orbital gap ... 8.999 eV
E_LUMO ... 0.0242 hartree
Relative energy (zero: lowest compared OMol25 entry of this formula, charge and spin) ... 161.2 kJ/mol
Multiplicity ... 1

Last column: natural (NBO) charge in e.
Geometry (Å):
1 S 3.0282 -0.2483 0.6090  0.218
2 O -0.8575 -1.4020 0.7821  -0.603
3 O -0.1149 -1.0906 -3.9659  -0.275
4 N 0.7705 -1.8824 -0.7230  -0.620
5 N 0.7331 -1.5902 -3.0323  -0.183
6 C 1.2300 0.8864 2.3773  -0.220
7 C -0.6628 2.2046 1.6711  -0.023
8 C 2.6932 -1.8372 1.4825  -0.525
9 C 0.0931 1.6116 2.6754  -0.194
10 C 0.2683 -1.7701 0.5391  0.710
11 C 1.2216 -2.2080 1.6432  -0.522
12 C -1.1445 -0.8658 -2.0221  -0.381
13 C -0.2412 2.0713 0.3540  -0.149
14 C -1.9178 2.9503 2.0034  -0.627
15 C -1.2373 -0.6556 -3.3669  0.337
16 C 0.8861 1.3377 0.0414  -0.230
17 C 0.1340 -1.4643 -1.8706  0.308
18 C -2.3043 -0.0650 -4.2100  -0.660
19 C 1.6102 0.7272 1.0542  -0.195
20 H -2.1439 3.6925 1.2417  0.215
21 H 1.2060 1.2249 -0.9837  0.227
22 H -0.8100 2.5336 -0.4399  0.202
23 H -1.8433 -0.6421 -1.2469  0.265
24 H -2.7539 2.2523 2.0563  0.225
25 H -3.1369 0.2425 -3.5853  0.233
26 H 1.7234 -2.1854 -0.8677  0.421
27 H -0.2128 1.7181 3.7063  0.209
28 H 1.1445 -3.2965 1.7261  0.242
29 H 0.8192 -1.7832 2.5644  0.245
30 H 1.8167 0.4428 3.1684  0.215
31 H -1.8323 3.4456 2.9681  0.217
32 H 3.1702 -1.7868 2.4619  0.228
33 H -2.6497 -0.7939 -4.9414  0.235
34 H -1.9191 0.7966 -4.7530  0.234
35 H 3.2337 -2.5705 0.8827  0.221

Atomic forces in eV per Å
S 0.166 0.010 0.224
O -0.233 0.030 -0.004
O -0.729 0.389 -0.383
N 0.245 -0.343 -0.394
N 0.822 -0.483 0.922
C -0.078 0.083 -0.018
C 0.041 0.024 -0.049
C 0.126 0.471 -0.169
C -0.012 -0.017 0.022
C 0.167 -0.270 0.370
C -0.112 0.054 0.075
C 0.006 0.079 -0.526
C -0.020 0.066 0.076
C -0.040 -0.065 -0.002
C 0.063 -0.117 0.764
C 0.072 -0.020 0.053
C -0.409 0.240 -0.849
C 0.244 -0.104 -0.112
C 0.459 -0.185 -0.104
H -0.055 0.071 -0.009
H -0.015 -0.060 -0.118
H -0.070 0.071 -0.074
H -0.194 0.062 0.101
H -0.106 0.025 0.022
H -0.042 0.017 0.011
H -0.086 0.112 0.149
H -0.045 0.036 0.106
H -0.043 0.018 0.042
H -0.020 -0.080 -0.164
H 0.063 -0.035 0.068
H -0.047 0.064 0.045
H -0.040 -0.162 -0.069
H -0.079 -0.009 -0.040
H -0.040 0.073 -0.030
H 0.041 -0.046 0.063